# 1
The following is a DFT calculation (wB97M-V/def2-TZVPD) of 2 unconnected molecules or ions with the total composition C8H23N4.

Geometry as XYZ:
```
35
Properties=species:S:1:pos:R:3:forces:R:3
C 0.463 0.430 -2.477 0.95 2.36 4.15
C 1.962 -1.995 -1.711 -1.78 3.64 4.16
C -0.238 -2.941 -0.971 -2.61 2.63 0.28
C -1.356 2.869 0.809 2.34 -1.84 -0.59
C 0.972 2.499 1.023 0.58 -5.22 0.51
C 0.393 -0.662 2.238 -1.15 -3.79 0.09
C -1.816 -0.491 0.918 -0.13 0.37 -0.52
C -0.067 -0.531 -1.366 1.46 -0.66 -2.69
N 0.482 -1.863 -1.608 0.19 0.57 0.56
N -0.346 2.203 1.640 0.21 -0.96 -2.64
N 0.309 -0.342 0.007 2.65 0.13 -1.06
N -0.380 -0.626 0.976 0.88 1.51 -0.76
H -0.013 1.405 -2.209 -0.04 -0.53 -0.91
H 1.514 0.689 -2.251 -0.29 -0.32 -0.52
H 0.336 0.137 -3.486 -0.46 -0.60 -0.66
H 2.241 -2.622 -2.441 0.87 -2.12 -2.85
H 2.332 -0.928 -1.841 0.15 -1.90 0.17
H 2.233 -2.412 -0.720 0.74 0.35 -0.58
H -1.203 -2.833 -1.571 0.49 -0.88 1.57
H 0.225 -3.814 -1.275 0.79 -2.02 -0.01
H -0.426 -2.857 0.226 0.62 -0.31 -2.56
H -1.540 3.758 1.241 -0.59 3.83 0.52
H -1.073 2.865 -0.254 0.04 0.42 0.51
H -2.234 2.367 0.887 -2.92 -1.71 0.11
H 1.070 2.197 -0.095 -0.79 0.46 1.84
H 1.151 3.492 1.108 1.36 3.06 0.27
H 1.740 1.769 1.532 -0.96 1.95 -0.78
H -0.147 -1.426 2.807 -0.18 0.38 0.53
H 1.369 -1.171 2.150 -0.29 1.08 -0.65
H 0.309 0.267 2.689 0.25 1.64 0.78
H -2.270 -1.410 0.774 -0.80 -1.96 -1.30
H -2.184 -0.313 1.846 -0.50 0.95 3.29
H -2.239 0.329 0.344 0.71 -0.27 -0.62
H -1.085 -0.482 -1.546 -2.40 -0.72 0.07
H -0.485 2.444 2.603 0.62 0.50 0.27
```
Forces are in eV/Å.

Values from the calculation:
- Frontier orbital gap (spin up / spin down): 0.295 / 0.295 hartree
- Total charge: +1
- Calculated total energy: -537.19547 a.u.

=====

# 2
The following is a DFT calculation (wB97M-V/def2-TZVPD) of a single C6H4F6N2O molecule.

Geometry as XYZ:
```
19
Properties=species:S:1:pos:R:3:forces:R:3
O -1.386 0.365 -2.012 0.38 -0.18 0.14
C -0.406 -0.565 -1.716 0.24 -0.92 -0.50
N 0.223 -0.431 -0.421 -1.38 3.16 0.28
C 0.344 0.882 0.195 -0.76 -1.19 -1.25
C 1.076 0.651 1.287 0.13 -2.23 -1.27
N 1.418 -0.697 1.376 0.39 -0.44 0.69
C 0.888 -1.330 0.370 -0.25 4.18 0.55
C 0.757 -0.332 -2.745 0.48 0.95 1.82
F 0.427 -0.600 -3.974 -0.14 -0.02 -0.88
F 1.796 -1.076 -2.358 0.22 -0.55 -0.53
F 1.218 0.949 -2.622 -0.85 -0.62 -0.60
C -0.938 -2.075 -1.759 -3.28 2.03 -1.07
F -0.024 -2.874 -2.118 2.42 -2.16 -0.29
F -1.451 -2.347 -0.587 0.20 -0.60 2.07
F -2.021 -2.361 -2.554 0.74 1.23 -0.75
H -2.022 0.452 -1.293 -0.05 -0.18 0.16
H -0.108 1.828 -0.162 0.42 -1.16 -0.11
H 1.525 1.380 1.856 0.65 1.23 1.69
H 0.894 -2.310 0.090 0.44 -2.52 -0.15
```
Forces are in eV/Å.

Values from the calculation:
- SMILES: OC(n1ccnc1)(C(F)(F)F)C(F)(F)F
- Frontier orbital gap: 0.373 hartree
- Total charge: 0
- Calculated total energy: -1014.97561 a.u.

=====

# 3
The following is a DFT calculation (wB97M-V/def2-TZVPD) of 2 unconnected molecules or ions with the total composition C2H3OS2.

Geometry as XYZ:
```
8
Properties=species:S:1:pos:R:3:forces:R:3
C 1.657 -1.664 0.341 0.11 -0.68 2.49
C -1.138 1.253 -0.198 2.04 -1.91 1.42
O 1.634 -1.770 1.503 -0.93 0.77 -0.24
S 2.381 -1.983 -0.998 0.38 0.11 -2.31
S -1.096 -0.591 -0.229 0.72 -0.16 0.00
H -0.386 1.718 -0.787 0.33 0.37 -1.12
H -0.940 1.608 0.795 -0.07 0.18 0.79
H -2.112 1.429 -0.428 -2.57 1.32 -1.02
```
Forces are in eV/Å.

Values from the calculation:
- Frontier orbital gap: 0.218 hartree
- Total charge: -1
- Calculated total energy: -949.64215 a.u.

=====

# 4
The following is a DFT calculation (wB97M-V/def2-TZVPD) of a molecular structure, C44H41BCl5N10NaO3.

Geometry as XYZ:
```
105
Properties=species:S:1:pos:R:3:forces:R:3
Na -0.361 -0.480 0.026 0.28 0.36 0.19
C -1.146 2.115 5.108 -0.01 -0.01 0.03
C -0.752 0.915 4.307 -0.08 0.04 -0.11
C -0.390 -0.326 4.772 0.13 -0.04 0.05
C -0.094 -1.072 3.613 -0.10 -0.19 -0.07
N -0.307 -0.350 2.519 0.06 0.40 0.33
N -0.697 0.876 2.955 -0.01 -0.08 -0.12
B -0.997 2.063 2.005 -0.07 0.05 -0.01
N -2.226 1.802 1.097 0.02 -0.09 -0.02
N -2.215 0.933 0.055 -0.12 0.43 0.23
C -3.406 1.013 -0.516 -0.13 -0.19 -0.14
C -4.229 1.919 0.185 0.03 0.09 -0.08
C -3.434 2.406 1.198 0.08 -0.05 0.01
C -3.783 3.416 2.245 -0.02 -0.01 -0.01
C -3.735 0.251 -1.737 0.00 0.00 0.08
C -3.009 -0.876 -2.112 -0.02 -0.05 0.09
C -3.311 -1.551 -3.289 -0.11 -0.06 0.04
C -4.342 -1.112 -4.106 0.02 -0.01 0.04
C -5.071 0.016 -3.742 0.04 0.03 0.04
C -4.766 0.691 -2.570 -0.07 -0.04 -0.05
N 0.244 2.511 1.191 0.02 -0.15 -0.17
N 0.727 1.849 0.107 -0.11 0.35 0.36
C 1.777 2.547 -0.309 0.12 -0.04 -0.11
C 1.985 3.673 0.511 0.09 0.01 -0.01
C 0.992 3.608 1.457 -0.09 -0.09 -0.01
C 0.757 4.534 2.606 0.02 0.02 0.00
C 2.590 2.138 -1.473 -0.11 0.04 0.08
C 2.111 1.205 -2.388 -0.08 -0.04 -0.09
C 2.871 0.836 -3.489 -0.01 0.03 -0.01
C 4.127 1.393 -3.694 -0.01 0.03 0.03
C 4.618 2.321 -2.783 -0.07 0.00 0.00
C 3.855 2.689 -1.682 0.02 0.02 -0.08
C 0.392 -2.464 3.573 -0.07 0.02 0.04
C -0.025 -3.374 4.545 -0.03 -0.05 -0.03
C 0.427 -4.687 4.528 0.04 0.03 -0.03
C 1.305 -5.108 3.536 -0.02 0.02 0.00
C 1.733 -4.205 2.569 -0.14 0.05 -0.01
C 1.285 -2.891 2.592 -0.01 0.00 -0.06
H -1.124 1.851 6.166 0.00 0.01 0.00
H -0.469 2.958 4.953 -0.02 -0.05 0.00
H -2.153 2.461 4.864 0.04 -0.03 0.00
H -0.294 -0.630 5.803 0.01 0.00 -0.05
H -1.292 2.984 2.716 0.02 -0.04 -0.06
H -5.253 2.190 -0.019 0.04 -0.01 0.00
H -4.818 3.729 2.103 0.01 0.00 0.00
H -3.685 3.008 3.254 -0.01 0.00 -0.04
H -3.144 4.300 2.189 -0.01 -0.03 -0.02
H -2.191 -1.231 -1.499 -0.09 -0.06 -0.01
H -2.707 -2.407 -3.572 -0.06 0.04 0.03
H -4.560 -1.629 -5.033 0.00 0.00 0.00
H -5.862 0.385 -4.385 0.01 -0.01 0.00
H -5.309 1.593 -2.312 0.01 -0.02 -0.01
H 2.745 4.436 0.432 -0.03 -0.02 -0.02
H 1.492 5.339 2.563 -0.01 0.00 0.00
H -0.241 4.976 2.586 0.03 -0.02 -0.01
H 0.874 4.023 3.564 0.01 -0.01 -0.05
H 1.126 0.770 -2.261 -0.02 0.01 -0.01
H 2.459 0.116 -4.190 0.01 0.03 0.04
H 4.717 1.108 -4.558 0.00 0.01 0.01
H 5.598 2.762 -2.928 0.00 0.00 0.00
H 4.251 3.410 -0.975 -0.02 -0.02 0.00
H -0.729 -3.055 5.306 0.01 0.00 -0.02
H 0.080 -5.386 5.282 0.01 0.00 -0.01
H 1.641 -6.138 3.506 -0.01 0.01 0.00
H 2.384 -4.525 1.766 0.01 -0.02 0.02
H 1.621 -2.177 1.850 -0.05 -0.01 -0.01
N -2.964 -2.232 1.055 -0.06 -0.03 -0.05
C -2.980 -3.553 0.432 0.13 0.24 0.02
C -1.650 -4.273 0.622 -0.01 0.06 0.04
C -0.463 -3.788 -0.218 0.48 0.28 -0.06
O 0.338 -4.649 -0.621 -0.21 0.14 0.06
O -0.336 -2.526 -0.389 -0.05 -1.06 -0.07
H -2.741 -2.273 2.042 0.03 -0.02 -0.04
H -3.831 -1.725 0.931 0.02 -0.03 -0.01
H -3.175 -3.415 -0.634 0.01 0.03 -0.07
H -3.778 -4.207 0.810 -0.08 -0.03 0.08
H -1.768 -5.340 0.431 -0.02 -0.02 -0.03
H -1.347 -4.173 1.673 0.04 -0.02 0.01
C 5.303 1.608 1.544 0.01 -0.04 -0.06
N 4.576 0.587 0.818 0.03 0.02 0.02
C 5.063 0.034 -0.322 0.06 0.05 0.09
C 4.363 -0.871 -1.019 -0.08 -0.05 0.00
C 3.039 -1.175 -0.532 -0.10 -0.04 0.00
N 2.534 -0.600 0.553 0.26 -0.11 0.10
C 3.280 0.263 1.294 -0.27 0.18 -0.02
O 2.912 0.810 2.327 0.10 -0.25 -0.17
N 2.282 -2.049 -1.188 0.00 0.05 0.02
H 6.260 1.771 1.048 0.00 0.02 0.01
H 5.470 1.300 2.576 0.00 -0.01 0.01
H 4.732 2.537 1.566 -0.03 -0.01 -0.01
H 6.041 0.376 -0.637 0.03 0.01 0.01
H 4.740 -1.289 -1.941 -0.02 0.00 0.04
H 2.589 -2.426 -2.067 0.00 0.00 -0.01
H 1.309 -2.265 -0.893 0.01 -0.10 -0.04
Cl 0.235 -2.839 -3.960 -0.03 0.10 -0.04
C -0.310 -1.274 -4.618 0.10 -0.05 -0.08
C -0.593 -0.260 -3.734 0.28 0.16 -0.03
C -1.024 0.911 -4.318 -0.02 0.05 -0.04
Cl -1.406 2.289 -3.262 0.10 -0.07 -0.08
C -1.186 1.093 -5.690 -0.03 0.01 0.03
Cl -1.759 2.595 -6.367 0.02 -0.06 0.02
C -0.880 0.033 -6.545 -0.02 0.00 0.04
Cl -1.061 0.209 -8.265 0.00 0.00 0.04
C -0.431 -1.171 -6.004 -0.03 -0.03 0.04
Cl -0.039 -2.494 -7.072 -0.01 0.04 0.02
```
Forces are in eV/Å.

Values from the calculation:
- Frontier orbital gap: 0.223 hartree
- Total charge: -2
- Calculated total energy: -4963.02189 a.u.

=====

# 5
The following is a DFT calculation (wB97M-V/def2-TZVPD) of 3 unconnected molecules or ions with the total composition C5H9NO.

Geometry as XYZ:
```
16
Properties=species:S:1:pos:R:3:forces:R:3
C 1.878 1.186 0.230 0.38 -0.17 -0.12
O 0.586 0.274 -0.935 -0.08 -0.13 0.21
C -0.260 -0.512 -0.499 -0.01 0.15 0.03
C -1.521 -0.686 -1.277 0.04 -0.04 -0.06
C -0.158 -1.161 0.844 0.07 0.00 -0.02
C -0.257 1.970 0.746 -1.24 0.06 0.24
N -1.411 1.907 0.938 1.08 0.05 -0.18
H 1.980 2.154 -0.236 -0.11 -0.14 0.07
H 1.860 1.197 1.309 -0.12 0.00 -0.16
H 2.512 0.411 -0.193 -0.11 0.09 0.05
H -1.957 -1.682 -1.174 0.08 0.14 0.01
H -1.375 -0.417 -2.324 -0.02 -0.03 0.15
H -2.198 0.055 -0.819 0.07 -0.09 -0.04
H -0.756 -0.536 1.520 0.05 -0.08 -0.08
H 0.871 -1.185 1.207 -0.14 0.03 -0.06
H -0.578 -2.170 0.828 0.04 0.15 -0.03
```
Forces are in eV/Å.

Values from the calculation:
- Frontier orbital gap: 0.317 hartree
- Total charge: 0
- Calculated total energy: -325.73590 a.u.

=====

# 6
The following is a DFT calculation (wB97M-V/def2-TZVPD) of a single C5H11BrO2 molecule.

Geometry as XYZ:
```
19
Properties=species:S:1:pos:R:3:forces:R:3
C 1.682 -0.066 -0.410 -1.36 -0.52 -1.07
C 0.166 0.120 -0.881 0.85 -0.07 1.21
C -0.579 -1.282 -0.911 -0.53 2.27 0.95
O 0.212 0.671 -2.197 -0.65 -1.49 0.18
C -0.608 1.127 0.157 3.81 -1.18 -0.90
Br 0.435 2.840 0.229 0.19 0.47 -0.52
C -0.547 0.695 1.615 1.03 1.69 -0.43
O -1.245 1.656 2.381 -0.29 0.11 0.14
H 2.105 0.911 -0.531 0.69 0.27 0.05
H 1.647 -0.338 0.616 0.31 -0.19 0.99
H 2.311 -0.848 -0.924 -1.10 0.84 0.05
H -0.251 -1.927 -0.044 -0.33 0.57 -1.24
H -1.681 -1.031 -0.821 1.07 -0.74 -0.19
H -0.358 -1.632 -1.908 -0.03 -0.74 0.01
H 0.118 1.613 -2.202 0.02 0.89 0.31
H -1.477 1.556 -0.261 -1.49 -0.45 -0.13
H 0.543 0.593 1.935 -1.35 0.38 -0.37
H -0.971 -0.254 1.737 -1.03 -1.43 0.31
H -1.258 2.498 1.875 0.18 -0.70 0.65
```
Forces are in eV/Å.

Values from the calculation:
- SMILES: CC(C)(O)[C@H](Br)CO
- Frontier orbital gap: 0.401 hartree
- Total charge: 0
- Calculated total energy: -2921.56635 a.u.

=====

# 7
The following is a DFT calculation (wB97M-V/def2-TZVPD) of a single C2H6N2O2S molecule.

Geometry as XYZ:
```
13
Properties=species:S:1:pos:R:3:forces:R:3
C 1.095 -0.301 0.580 0.01 -0.11 0.88
C 0.473 -1.059 -0.511 -2.78 -3.84 2.61
N 0.706 0.989 0.213 -3.35 1.41 -1.55
N -0.965 0.838 0.322 2.97 2.42 0.66
O -2.159 -1.398 0.287 -1.34 -1.67 1.69
O -1.500 1.996 -0.302 0.30 -0.93 0.34
S -1.410 -0.532 -0.550 3.15 0.19 -2.37
H 0.741 -0.582 1.552 -0.55 -0.40 0.74
H 2.138 -0.537 0.626 0.97 0.56 -0.35
H 0.921 -0.872 -1.407 0.98 0.55 -2.56
H 0.509 -2.174 -0.239 -0.41 1.38 -0.81
H 0.906 1.856 0.673 0.08 -0.04 1.02
H -1.455 1.776 -1.243 -0.03 0.47 -0.30
```
Forces are in eV/Å.

Values from the calculation:
- Frontier orbital gap: 0.376 hartree
- Total charge: 0
- Calculated total energy: -737.81037 a.u.

=====

# 8
The following is a DFT calculation (wB97M-V/def2-TZVPD) of a molecular structure, C5H9NO.

Geometry as XYZ:
```
16
Properties=species:S:1:pos:R:3:forces:R:3
C -0.513 0.496 -1.248 1.21 -0.02 -0.62
C 0.181 -1.592 0.124 -0.10 0.16 -0.15
C -0.340 -0.182 0.159 -0.34 1.05 0.01
N 1.841 0.866 0.671 0.40 -0.11 -0.19
C -1.808 0.103 0.093 0.16 0.07 1.90
C 0.514 0.937 0.467 -1.39 -1.03 0.02
O -2.336 1.134 0.545 0.25 -0.47 -0.43
H 2.348 0.035 0.406 -0.01 0.18 0.31
H 2.304 1.574 1.219 -0.01 -0.09 -0.45
H -2.375 -0.821 -0.111 0.04 0.21 -0.61
H 0.020 -0.022 -2.042 0.12 0.12 0.02
H -0.764 1.531 -1.420 -0.29 -0.16 0.33
H 0.006 1.827 0.826 0.01 -0.03 -0.20
H 1.124 -1.676 -0.427 0.00 0.07 0.06
H 0.323 -1.974 1.137 0.01 0.03 -0.06
H -0.527 -2.237 -0.398 -0.07 0.02 0.05
```
Forces are in eV/Å.

Values from the calculation:
- Frontier orbital gap: 0.292 hartree
- Total charge: 0
- Calculated total energy: -325.78607 a.u.

=====

| no. | largest force on an atom (eV Å⁻¹) |
| --- | --- |
| 1 | 5.81 |
| 2 | 4.23 |
| 3 | 3.13 |
| 4 | 1.07 |
| 5 | 1.26 |
| 6 | 4.09 |
| 7 | 5.41 |
| 8 | 1.91 |